Record 1
Below is a structure of composition C5H8N2O at a distorted geometry, with properties calculated with wB97M-V/def2-TZVPD.

Values from the calculation:
Energy   -379.9841 a.u.
Charge   0
HOMO level   -8.631 eV
ΔE to the lowest compared entry with this formula, charge and spin   65.3 kcal per mole
Gap between HOMO and LUMO   9.34 eV

```
16
Properties=species:S:1:pos:R:3:forces:R:3
O -0.0731 -1.2267 1.7823 -2.11 -1.14 0.22
N -0.4320 1.8899 1.6740 1.09 -0.77 -2.11
N -0.0929 1.4297 -0.7572 -1.67 -0.44 2.83
C -0.9242 -0.7319 -0.6687 -1.49 1.66 0.29
C -0.2242 1.0927 0.6696 0.31 0.91 1.44
C -0.0447 -0.4851 0.6150 0.10 1.21 -0.90
C 1.2258 -0.5193 -0.3514 -3.13 -0.76 -0.51
C 0.1462 0.0943 -1.2935 1.36 2.41 -0.39
H -0.9110 -1.8122 1.8325 2.07 1.64 -0.28
H -0.2432 1.5359 2.6275 -0.57 -0.55 -1.04
H 2.1188 -0.0794 -0.0391 1.18 1.27 0.29
H -2.0275 -0.4450 -0.9050 1.98 -0.27 1.08
H 0.2578 0.2222 -2.3497 0.21 -0.65 -0.71
H -0.7118 -1.6769 -0.9740 0.00 -3.21 -0.83
H 1.4105 -1.4495 -0.8157 0.38 -1.63 0.27
H 0.5255 2.1613 -1.0465 0.28 0.32 0.35
```
Positions in Å, forces in eV/Å.

---

Record 2
Below is a structure of composition C2H8N5 at a distorted geometry, with properties calculated with wB97M-V/def2-TZVPD.

Values from the calculation:
Energy   -354.3892 a.u.
Charge   +1
HOMO level   -13.859 eV
ΔE to the lowest compared entry with this formula, charge and spin   105.1 kcal per mole
Gap between HOMO and LUMO   10.66 eV

```
15
Properties=species:S:1:pos:R:3:forces:R:3
N 1.5004 -0.1374 -1.9476 -5.01 -2.35 1.96
N -0.4492 0.6213 0.6075 0.55 -0.04 1.33
N 0.5417 0.5688 -2.4445 0.67 0.67 -0.30
N -0.5377 0.6472 -1.9507 -0.52 -1.31 1.45
N 1.0206 -0.8088 -0.6149 0.24 1.33 0.04
C -0.2798 -0.4607 -0.3555 -0.33 0.31 -2.50
C -0.8088 0.1558 2.0278 -0.24 -1.35 -1.17
H -1.1260 1.2156 0.1904 -1.23 0.93 -0.19
H 0.4088 1.1919 0.6421 -0.21 -0.35 -0.06
H -1.6556 0.7420 2.4110 0.71 -0.02 0.07
H -1.1541 -0.9307 1.8979 0.61 1.64 0.50
H -1.0682 -1.2653 -0.1988 1.17 1.14 -0.48
H 2.4221 0.0207 -2.0408 3.78 1.12 -0.56
H 0.1554 0.2161 2.5429 -0.74 -0.11 0.50
H 1.0303 -1.7764 -0.7670 0.56 -1.62 -0.58
```
Positions in Å, forces in eV/Å.

---

Record 3
Below is a structure of composition C42H28F10N6O3Ti at a distorted geometry, with properties calculated with wB97M-V/def2-TZVPD.

Values from the calculation:
Energy   -4019.8062 a.u.
Charge   0
HOMO level   -7.620 eV
Gap between HOMO and LUMO   6.74 eV

```
90
Properties=species:S:1:pos:R:3:forces:R:3
Ti 0.2622 0.4820 -0.1287 -2.37 1.34 0.16
F -4.9654 -1.4810 3.3523 -0.08 0.00 0.04
F -2.9605 3.9516 -0.0443 -0.12 0.04 0.17
F -4.2165 -0.4908 1.0367 -0.09 0.10 0.13
F -0.7133 6.6590 3.0038 0.02 0.03 0.04
F 0.1478 -2.1523 1.7977 0.59 0.11 0.14
F 1.6020 5.2468 2.5585 0.11 0.08 0.02
F -2.9412 5.9396 1.6082 -0.08 0.06 0.03
F -0.6141 -3.0455 4.1802 0.07 -0.07 0.06
F -3.2001 -2.7074 5.0269 -0.01 -0.06 0.00
F 1.6811 3.3329 0.7907 0.57 -0.45 -0.05
O 0.9040 -1.1029 -0.8411 1.13 -1.16 -0.64
O 2.6165 -1.3737 -2.2611 -0.12 0.17 0.24
O 3.5323 -3.7386 -2.7032 0.14 -0.05 -0.09
N -0.5811 2.3498 -0.5907 -0.07 -0.15 -0.02
N -0.6561 1.1711 1.8981 0.58 -0.34 0.07
N 1.6929 0.3818 1.1992 -0.29 -0.09 -0.23
N -1.4984 -0.6516 0.1315 -0.05 0.29 0.00
N 2.0268 1.3938 -1.1821 0.24 -0.13 0.22
N -0.7290 0.2588 -2.4908 0.03 0.17 0.11
C -1.4281 1.7113 4.5211 -0.03 -0.03 -0.09
C 1.1872 -6.0395 -1.1975 0.03 0.07 -0.01
C 0.4992 -3.8145 -0.6527 -0.06 -0.03 -0.03
C 0.2947 -5.1751 -0.5652 -0.06 -0.03 0.04
C 2.5079 0.6326 3.5292 -0.07 -0.09 -0.49
C 3.1244 0.8333 -0.6210 0.64 -0.14 0.12
C -1.6280 2.4132 -1.6150 0.05 -0.08 -0.23
C 4.4028 0.8856 -1.2140 -0.31 0.06 0.00
C 2.1816 2.1143 -2.2649 -0.15 0.10 0.04
C -1.5008 -2.4284 3.4013 -0.17 0.06 0.07
C -2.4869 -0.5703 -0.9357 0.14 -0.26 -0.31
C 1.5779 -3.2952 -1.3724 -0.08 0.05 0.09
C 2.4794 -4.1721 -2.0002 -0.16 -0.02 0.09
C -1.9554 -1.2299 1.2858 -0.43 -0.35 0.63
C -1.1132 -1.9420 2.1740 -0.27 0.43 -0.55
C -1.7922 5.2907 1.4108 0.01 0.12 -0.02
C -0.6742 5.6551 2.1275 -0.02 -0.07 -0.03
C -1.2956 1.5639 -2.8269 -0.01 0.28 0.14
C -1.7741 -0.7405 -2.2586 -0.22 -0.23 0.18
C 1.7481 -1.8299 -1.5070 0.19 -0.30 -0.23
C 3.4202 2.2789 -2.9009 0.19 -0.04 -0.04
C 0.0679 -0.2053 -3.6332 0.16 -0.04 0.02
C -1.8819 1.5495 2.1818 -0.09 -0.03 -0.26
C 4.5221 1.6413 -2.3955 -0.14 0.07 -0.04
C -0.0995 1.3233 4.2586 -0.06 -0.02 -0.36
C 2.9330 0.1581 0.6196 0.75 0.15 -0.11
C -1.7648 4.2402 0.5105 0.24 -0.35 0.01
C 2.1794 0.9159 4.8636 -0.22 0.13 0.27
C -2.3169 1.8173 3.4844 0.02 0.07 0.17
C 0.9047 1.2360 5.2426 0.23 -0.09 0.14
C 5.2237 -0.6080 0.4740 0.20 0.03 -0.14
C -3.6989 -1.6609 2.9694 -0.08 -0.07 0.03
C 0.2279 1.0363 2.9126 0.07 0.09 0.46
C -0.6198 3.4448 0.2536 -0.12 0.85 0.44
C 0.4993 3.9084 0.9896 -0.45 -0.33 -0.48
C 5.4640 0.1632 -0.6276 0.05 -0.11 0.07
C -3.2901 -1.1690 1.7445 0.37 0.16 -0.10
C 1.5401 0.6340 2.5394 0.17 0.26 0.73
C -2.8104 -2.2805 3.8228 0.02 0.03 -0.02
C 3.9674 -0.6084 1.1078 -0.45 -0.02 -0.02
C 0.4846 4.9383 1.9027 -0.19 0.05 0.07
C 2.2717 -5.5488 -1.8953 0.06 -0.05 -0.04
H -3.0798 0.3464 -0.9140 -0.03 -0.08 -0.02
H 3.4739 -2.7553 -2.7140 -0.03 0.03 0.01
H 3.4869 2.8888 -3.7908 -0.04 0.00 0.00
H -2.5752 1.6367 1.3519 0.07 -0.03 -0.04
H 3.5377 0.4332 3.2789 0.00 -0.05 0.03
H -2.2035 1.4487 -3.4348 0.06 0.00 -0.09
H -3.3451 2.1060 3.6520 0.00 0.02 -0.03
H -1.7182 3.4412 -1.9778 -0.10 0.00 -0.01
H -1.7299 1.9262 5.5389 -0.01 0.00 0.00
H 3.8032 -1.2375 1.9717 0.04 0.07 0.06
H 0.9134 0.4580 -3.8029 -0.01 0.00 -0.02
H -0.5442 -5.5679 -0.0066 -0.01 0.01 -0.02
H 6.0150 -1.2194 0.8882 0.01 0.03 0.01
H 5.4816 1.7103 -2.8935 0.01 0.01 0.01
H 1.2967 2.6073 -2.6473 -0.03 -0.07 0.01
H -0.1696 -3.1164 -0.1645 0.04 -0.08 -0.15
H -1.2885 -1.7171 -2.2353 -0.01 -0.01 -0.06
H -2.6042 2.1356 -1.2192 0.06 0.03 -0.10
H 0.4608 -1.1992 -3.4440 -0.07 0.02 -0.03
H 1.0274 -7.1091 -1.1487 0.03 -0.01 0.03
H 0.6585 1.4354 6.2773 0.01 0.02 -0.01
H -2.5062 -0.7320 -3.0793 0.08 0.01 -0.07
H 6.4477 0.2114 -1.0768 -0.01 -0.06 -0.02
H 2.9782 -6.2105 -2.3786 -0.02 0.00 -0.02
H -3.1938 -1.4002 -0.8597 -0.03 0.01 -0.04
H -0.5488 -0.2464 -4.5402 -0.01 0.04 0.01
H -0.5648 2.0992 -3.4332 0.02 -0.05 -0.04
H 2.9641 0.8834 5.6085 0.01 -0.01 -0.02
```
Positions in Å, forces in eV/Å.

---

Record 4
Below is a structure of composition C3LiO6Sm at a distorted geometry, with properties calculated with wB97M-V/def2-TZVPD.

Values from the calculation:
Energy   -1231.1352 a.u.
Charge   +1
HOMO level (alpha / beta)   -12.175 / -12.176 eV
2S+1   7
Gap between HOMO and LUMO (alpha / beta)   6.37 / 6.50 eV

```
11
Properties=species:S:1:pos:R:3:forces:R:3
Sm -0.0084 -1.8511 -2.0336 -0.17 1.45 1.53
O 1.0630 2.0513 2.2476 -1.00 0.05 -0.06
O 2.8618 1.1498 1.2409 -1.14 -0.28 -0.25
O -0.5621 0.7316 0.7941 -1.06 -0.32 -0.51
O -2.8309 0.5083 0.7801 1.27 -0.30 -0.52
O -1.6718 -0.8086 -0.6366 1.00 -1.18 -1.35
O 1.0784 -0.1682 -0.4611 -0.43 -1.15 -1.32
C 0.6914 0.5489 0.4463 0.31 0.15 0.75
C -1.8730 0.0481 0.2232 -0.99 1.22 1.41
C 1.6622 1.3250 1.4127 1.63 0.46 0.17
Li -0.8155 2.1499 2.1385 0.58 -0.10 0.15
```
Positions in Å, forces in eV/Å.